Molecular formula: C5H8NO
Method: DFT, ωB97M-V with the def2-TZVPD basis set

Results
Relative energy (zero: lowest compared OMol25 entry of this formula, charge and spin), kJ/mol: 149.55
E_LUMO, eV: -4.05
Multiplicity: 1
HOMO energy, Eh: -0.54907
Total charge: +1
Largest force on an atom, eV Å⁻¹: 1.84

Cartesian coordinates (Å):
1 C 0.22253 0.32786 -0.43760
2 C -1.28325 -0.93601 -0.00971
3 C 0.96408 -0.52195 0.27859
4 C 2.38163 -0.83777 -0.01944
5 C -2.07556 1.41564 0.14449
6 N -1.17299 0.31395 -0.09300
7 O -1.49982 -2.05316 -0.02530
8 H 0.51948 0.84964 -1.33388
9 H 0.57657 -0.93680 1.20161
10 H 2.97411 0.07904 0.00279
11 H 2.49862 -1.25557 -1.01895
12 H 2.79432 -1.53562 0.70247
13 H -2.29088 1.92120 -0.79729
14 H -1.60559 2.12280 0.82942
15 H -3.00326 1.04675 0.57582